No. 1
This record from OMol25 describes a molecular structure, C34H50As2BrIrN4O12S at a distorted geometry. The level of theory is ωB97M-V with the def2-TZVPD basis set.

Geometry (Å):
Ir1 0.71135 -0.47693 -0.13379
C1 5.51606 0.65962 0.12093
C2 5.19760 -0.79588 -0.18294
S1 3.82805 -1.04278 -1.31821
O1 2.69462 -0.14114 -0.76705
C3 4.43936 -0.17225 -2.80149
C4 3.89608 1.24145 -2.95389
H1 6.23419 0.70090 0.93902
H2 4.61841 1.18806 0.43819
H3 5.96198 1.16388 -0.73561
H4 4.90726 -1.33538 0.72036
H5 6.02752 -1.32930 -0.65347
H6 4.12087 -0.79779 -3.63485
H7 5.52690 -0.20798 -2.73847
H8 2.83332 1.27335 -2.72180
H9 4.02812 1.56614 -3.98505
H10 4.41172 1.94430 -2.30271
C5 -1.71706 1.88425 -4.44482
O2 -1.80671 2.29487 -3.06560
C6 -0.71595 2.16126 -2.33816
O3 0.30622 1.62925 -2.73398
C7 -0.81709 2.61995 -0.91561
C8 -1.84881 3.25841 -0.37136
As1 -2.27722 3.40092 1.54275
C9 -2.31044 5.35885 1.63949
C10 -0.50570 3.14771 2.34658
C11 0.54522 2.54073 1.80457
As2 0.80359 1.99755 -0.04437
C12 2.02972 3.34859 -0.66722
C13 1.74397 1.99749 2.52102
O4 2.65976 1.54701 1.84625
O5 1.67586 1.95673 3.82021
C14 2.77871 1.36046 4.53148
C15 -0.55229 3.56985 3.79854
O6 0.27536 4.23624 4.34525
O7 -1.71063 3.16687 4.33706
C16 -1.88895 3.43468 5.74607
C17 -2.99004 3.81879 -1.18428
O8 -2.87521 4.66493 -2.02062
O9 -4.15371 3.31498 -0.74004
C18 -5.35828 3.82050 -1.36043
H11 -2.72975 1.91716 -4.83099
H12 -1.30180 0.88100 -4.51176
H13 -1.08377 2.57725 -4.99352
H14 -3.15170 5.73327 1.05847
H15 -1.38540 5.77469 1.24895
H16 -2.43822 5.66028 2.67737
H17 1.66505 4.29194 -0.26762
H18 2.03421 3.36706 -1.75321
H19 3.02557 3.13961 -0.28661
H20 2.38410 1.07701 5.49999
H21 3.57349 2.09418 4.64345
H22 3.14417 0.49056 3.99371
H23 -2.95921 3.45009 5.91919
H24 -1.43908 4.38779 6.00798
H25 -1.41932 2.63884 6.31946
H26 -6.11728 3.84845 -0.58562
H27 -5.65997 3.14638 -2.15934
H28 -5.18566 4.81169 -1.76791
C19 -0.21281 -4.45656 -3.69171
C20 0.37636 -3.08536 -3.93491
N1 0.70698 -2.48279 -2.64623
C21 0.96752 -3.16842 -1.51328
N2 1.20481 -2.47949 -0.39126
C22 1.78243 -3.20568 0.74885
C23 1.10658 -4.55346 0.91397
C24 1.29551 -5.32759 -0.37245
N3 0.96637 -4.51061 -1.54695
C25 0.73338 -5.23610 -2.80139
H29 -0.36454 -4.98339 -4.63181
H30 -1.17719 -4.35510 -3.18828
H31 -0.33256 -2.43817 -4.44957
H32 1.27480 -3.15941 -4.55233
H33 0.72515 -1.47893 -2.57847
H34 1.66905 -2.59126 1.64299
H35 2.85472 -3.35859 0.57575
H36 0.04915 -4.40914 1.12779
H37 1.54994 -5.10645 1.74165
H38 0.65230 -6.20666 -0.38431
H39 2.33002 -5.67181 -0.45694
H40 0.30490 -6.20422 -2.54950
H41 1.68485 -5.41690 -3.31063
Br1 -5.10232 -5.02575 2.00273
C26 -3.62404 -3.87716 2.20805
C27 -3.37388 -3.28695 3.43656
C28 -2.32372 -2.38916 3.55728
C29 -1.53150 -2.08044 2.45783
C30 -1.76870 -2.71754 1.24263
C31 -2.81158 -3.62075 1.11214
C32 -0.46418 -1.03883 2.61226
O10 0.15130 -0.90693 3.63307
O11 -0.28499 -0.18669 1.56667
H42 -3.99946 -3.52519 4.28534
H43 -2.11586 -1.92805 4.51426
H44 -1.13771 -2.51295 0.39025
H45 -3.00376 -4.11816 0.17015
C33 -3.38236 -0.48221 -1.92446
C34 -2.30504 -0.30675 -0.90091
N4 -2.65066 0.16125 0.26929
O12 -1.11112 -0.60730 -1.22528
H46 -4.26514 -0.93019 -1.47037
H47 -3.03245 -1.10255 -2.74480
H48 -3.65450 0.50039 -2.31526
H49 -3.61443 0.36622 0.47867
H50 -1.94073 0.24537 0.99899

## Properties
M: 1160.82 g mol⁻¹
Energy above the lowest of the compared OMol25 structures with the same formula, charge and spin: 61.5 kcal per mole
Kohn-Sham gap (spin up / spin down): 6.86 / 6.85 eV
Net charge: +2

No. 2
This record from OMol25 describes 3 unconnected molecules or ions with the total composition C38H62ClN2O8S4 at a distorted geometry. The level of theory is ωB97M-V with the def2-TZVPD basis set.

Geometry (Å):
C1 7.44700 0.10898 3.19658
C2 6.38786 -0.67608 2.29654
C3 4.99142 0.05709 2.15224
C4 4.75807 0.81372 0.76469
C5 6.16998 1.43395 0.36992
C6 4.08129 -0.06917 -0.35456
Cl1 4.85549 -1.73518 -0.45905
C7 2.59852 -0.40527 0.19712
C8 1.66108 0.84934 0.29947
N1 1.67429 1.73718 -0.91041
C9 0.62580 1.30249 -1.91556
C10 -0.71028 2.14219 -1.82606
C11 -1.98573 1.28150 -1.51193
S1 -2.49296 0.16124 -2.88638
C12 -4.32534 -0.01467 -2.82602
S2 -5.10169 0.22763 -4.26566
N2 -4.97330 -0.37152 -1.58887
C13 -6.28609 0.22712 -1.43287
C14 -7.50096 -0.52082 -1.08684
C15 -8.82222 0.13267 -0.93786
C16 -8.95812 1.57144 -1.11726
C17 -7.74022 2.32386 -1.43698
C18 -6.44789 1.68944 -1.58243
C19 -4.96453 -1.81187 -1.34795
C20 -4.73786 -2.21952 0.04766
C21 -4.75018 -3.63630 0.39701
C22 -5.00509 -4.59681 -0.66925
C23 -5.20977 -4.20902 -2.07119
C24 -5.19815 -2.78187 -2.42046
C25 3.02628 1.95056 -1.50901
C26 3.83396 0.61326 -1.75426
C27 5.04797 0.92605 -2.68714
C28 5.79624 -0.33232 -3.31305
C29 7.21538 -0.51211 -2.62466
C30 8.32356 -1.01590 -3.64414
O1 8.92343 -0.19200 -4.28039
O2 8.62196 -2.38272 -3.76537
C31 9.38890 -2.80645 -2.59542
C32 10.89676 -3.07028 -2.95169
H1 8.06145 0.76086 2.50620
H2 6.89764 0.81025 3.87318
H3 8.14956 -0.57189 3.73651
H4 6.83036 -1.02083 1.32176
H5 6.18270 -1.63280 2.86594
H6 4.96978 0.85715 2.95161
H7 4.18631 -0.66995 2.42099
H8 4.11541 1.70794 1.02237
H9 5.94387 2.31932 -0.29650
H10 6.58591 1.89788 1.30950
H11 6.86982 0.70581 -0.10013
H12 2.15311 -1.05551 -0.61896
H13 2.61565 -1.04300 1.11079
H14 1.88732 1.46082 1.21260
H15 0.59838 0.49262 0.42914
H16 1.35857 2.66650 -0.58828
H17 0.38651 0.21565 -1.79824
H18 1.04701 1.47677 -2.94525
H19 -0.86336 2.69387 -2.79945
H20 -0.68053 2.96029 -1.04226
H21 -1.81306 0.68446 -0.57782
H22 -2.83506 2.00938 -1.36123
H23 -7.48148 -1.61961 -0.91875
H24 -9.69972 -0.51448 -0.68628
H25 -9.95563 2.05254 -1.00748
H26 -7.82335 3.42571 -1.56398
H27 -5.53988 2.30309 -1.82279
H28 -4.56844 -1.43141 0.81767
H29 -4.58022 -3.89922 1.46866
H30 -5.04637 -5.67900 -0.40435
H31 -5.40046 -4.96532 -2.87438
H32 -5.38334 -2.50307 -3.48425
H33 2.92772 2.45821 -2.50991
H34 3.62338 2.65651 -0.87101
H35 3.13168 -0.06497 -2.33038
H36 4.62458 1.47738 -3.58399
H37 5.83759 1.60223 -2.28222
H38 5.20548 -1.27356 -3.17605
H39 5.99613 -0.22042 -4.41076
H40 7.63070 0.44953 -2.20973
H41 7.22401 -1.24454 -1.77734
H42 9.32364 -2.06690 -1.74905
H43 8.90533 -3.76699 -2.25693
H44 11.27601 -2.17327 -3.50557
H45 11.51722 -3.26109 -2.03373
H46 10.95194 -3.93718 -3.66005
O3 -0.39468 -1.37987 2.09202
S3 -0.71532 -2.77348 1.93251
O4 -1.92429 -3.33751 2.45832
O5 0.53096 -3.65480 2.42548
C33 1.00759 -3.47011 3.76687
C34 0.07424 -4.08377 4.79368
C35 -0.62540 -3.18274 0.21531
H47 1.17423 -2.40851 3.96925
H48 1.97855 -3.96421 3.82566
H49 -0.88844 -3.57108 4.80780
H50 0.50356 -4.01633 5.79407
H51 -0.12087 -5.13110 4.55755
H52 0.30262 -2.78998 -0.19656
H53 -1.48254 -2.72205 -0.27818
H54 -0.67431 -4.26463 0.10807
O6 -7.15330 5.44152 1.54249
S4 -7.82450 4.29305 2.08010
O7 -9.06752 3.82489 1.54146
O8 -7.97489 4.47259 3.66878
C36 -8.64752 5.63996 4.15949
C37 -10.14886 5.56295 3.95204
C38 -6.69509 2.93466 2.10929
H55 -8.23111 6.54060 3.70067
H56 -8.43666 5.69772 5.22839
H57 -10.40098 5.56812 2.89083
H58 -10.64682 6.41428 4.41818
H59 -10.54799 4.63918 4.37450
H60 -5.75378 3.26427 2.54478
H61 -6.54223 2.61199 1.07909
H62 -7.13339 2.12481 2.68969

## Properties
M: 838.64 g mol⁻¹
Energy above the lowest of the compared OMol25 structures with the same formula, charge and spin: 0.0 kcal per mole
Kohn-Sham gap: 7.25 eV
Net charge: +1

No. 3
This record from OMol25 describes a molecular structure, C27H26F6N4OS2SeTi. The level of theory is ωB97M-V with the def2-TZVPD basis set.

Geometry (Å):
Ti1 -0.10284 -0.92914 0.63761
C1 -2.11677 -2.39277 -2.44220
C2 -2.76536 -2.32468 -1.10040
N1 -2.23496 -1.78635 -0.02708
C3 -3.10094 -1.84923 1.04812
C4 -4.28664 -2.45230 0.79014
S1 -4.34104 -2.92909 -0.84509
C5 -2.65707 -1.25562 2.30565
C6 -3.32006 -1.21112 3.48407
S2 -2.39679 -0.36982 4.64390
C7 -1.15282 -0.11369 3.52670
N2 -1.41399 -0.62946 2.33207
C8 0.09330 0.60866 3.91848
H1 -1.07585 -2.09302 -2.37985
H2 -2.62403 -1.72309 -3.13931
H3 -2.16275 -3.40056 -2.85426
H4 -5.11613 -2.62773 1.45856
H5 -4.29175 -1.61629 3.72062
H6 -0.09440 1.26232 4.76808
H7 0.45926 1.22597 3.10095
H8 0.87363 -0.09936 4.20465
F1 2.81913 4.36372 -2.41469
C9 2.61644 3.29555 -1.63522
C10 3.15383 2.07886 -2.00798
C11 2.91273 0.97242 -1.20670
C12 2.14700 1.07318 -0.04589
C13 1.82843 -0.13362 0.75841
C14 1.65777 2.33079 0.31466
C15 1.88278 3.44871 -0.47266
H9 3.76168 2.01243 -2.90201
H10 3.33299 0.01279 -1.48826
H11 1.79443 0.08287 1.83801
H12 2.54769 -0.93430 0.61718
H13 1.10199 2.44923 1.23919
H14 1.53061 4.43268 -0.18759
F2 4.66822 -4.33412 3.74145
C16 3.79451 -4.05856 2.79600
C17 3.96089 -4.56886 1.51801
F3 4.99552 -5.34078 1.25403
C18 3.05091 -4.25846 0.51587
F4 3.23801 -4.75736 -0.69709
C19 1.96351 -3.44039 0.77058
Se1 0.63076 -3.01293 -0.51879
C20 1.83837 -2.96540 2.05470
F5 0.76913 -2.12987 2.32805
C21 2.71190 -3.23658 3.07744
F6 2.54064 -2.71058 4.28334
C22 0.27132 0.24940 -3.15000
N3 -0.50557 1.34956 -2.58167
C23 -0.74022 2.47345 -3.50339
C24 -1.96062 3.25594 -3.08573
C25 -1.83120 3.63407 -1.62979
N4 -1.55175 2.44306 -0.81408
C26 -1.85775 2.57932 0.60470
C27 -0.86997 1.41229 -1.30768
O1 -0.55233 0.43202 -0.50882
H15 -0.33105 -0.27641 -3.89062
H16 0.59968 -0.44037 -2.38548
H17 1.15255 0.66096 -3.63769
H18 -0.86782 2.05062 -4.49847
H19 0.15683 3.09851 -3.51829
H20 -2.86104 2.65858 -3.23933
H21 -2.05206 4.15291 -3.69484
H22 -2.75512 4.07027 -1.25670
H23 -1.02958 4.36140 -1.47396
H24 -2.90275 2.86626 0.71288
H25 -1.23353 3.35689 1.05070
H26 -1.69993 1.64622 1.12675

## Properties
M: 727.48 g mol⁻¹
Energy above the lowest of the compared OMol25 structures with the same formula, charge and spin: 4.4 kcal per mole
Kohn-Sham gap: 6.98 eV
Net charge: +2

No. 4
This record from OMol25 describes a gas-phase ion, C3S3 (charge -2) at a distorted geometry. The level of theory is ωB97M-V with the def2-TZVPD basis set.

Geometry (Å):
S1 -2.14570 -1.24454 0.00003
C1 -0.70231 -0.40743 -0.00002
C2 0.70396 -0.40459 -0.00002
S2 2.15072 -1.23585 0.00003
C3 -0.00164 0.81202 -0.00005
S3 -0.00502 2.48039 0.00003

## Properties
M: 132.23 g mol⁻¹
SMILES: S=c1c([S-])c1[S-]
Energy above the lowest of the compared OMol25 structures with the same formula, charge and spin: 0.0 kcal per mole
Kohn-Sham gap: 5.22 eV
Net charge: -2

No. 5
This record from OMol25 describes 2 unconnected molecules or ions with the total composition C8H18NOP at a distorted geometry. The level of theory is ωB97M-V with the def2-TZVPD basis set.

Geometry (Å):
C1 -3.00165 0.92835 2.35764
C2 -2.82394 -0.21513 1.70609
C3 2.36586 1.81112 -0.53387
C4 1.82695 -1.16397 0.53487
C5 -0.23348 -1.78117 -2.33374
C6 0.89471 1.86909 -0.06887
C7 0.68247 -0.24161 1.12723
C8 -1.14307 -1.58295 -1.15321
N1 0.27998 0.57738 0.05902
O1 -1.59787 1.24234 -1.63683
P1 -1.23853 0.27462 -0.59420
H1 -3.59591 1.11338 3.36914
H2 -2.73087 1.89088 1.98644
H3 -3.01554 -1.29514 1.96273
H4 2.35685 0.93436 -1.15135
H5 2.79804 2.64635 -1.04525
H6 3.02162 1.76525 0.23124
H7 1.93055 -2.06044 1.06968
H8 1.55194 -1.32163 -0.52191
H9 2.76707 -0.62590 0.59783
H10 -0.23371 -0.75524 -2.94804
H11 0.85357 -1.76778 -2.08855
H12 -0.57486 -2.57239 -2.92430
H13 0.77456 2.46668 0.93117
H14 0.28020 2.47776 -0.85197
H15 -0.17561 -0.82591 1.59066
H16 0.98573 0.36007 2.04730
H17 -0.88889 -2.10542 -0.28331
H18 -2.11618 -2.04296 -1.43565

## Properties
M: 175.21 g mol⁻¹
Energy above the lowest of the compared OMol25 structures with the same formula, charge and spin: 88.1 kcal per mole
Kohn-Sham gap (spin up / spin down): 7.77 / 7.77 eV

No. 6
This record from OMol25 describes a molecular structure, C28H36IrN4S at a distorted geometry. The level of theory is ωB97M-V with the def2-TZVPD basis set.

Geometry (Å):
Ir1 0.82471 0.13996 0.39135
C1 2.51156 -2.32355 0.26070
C2 1.70091 -3.18287 1.23108
C3 1.61158 -2.66024 2.66048
C4 0.33765 -3.55200 0.67264
C5 0.12359 -4.91352 0.47730
C6 -1.07012 -5.40507 -0.01479
C7 -2.04409 -4.50556 -0.39370
C8 -1.88174 -3.12659 -0.25281
C9 -3.03041 -2.31322 -0.89041
C10 -4.26545 -2.11267 -0.00049
C11 -2.62949 -1.01498 -1.60881
C12 -0.70162 -2.65347 0.36001
N1 -0.63998 -1.26035 0.74697
C13 -1.64436 -0.75794 1.40528
C14 -1.73529 0.63156 1.43469
C15 -2.68208 1.54952 1.86405
C16 -2.30393 2.77629 1.34337
C17 -1.11145 2.60775 0.61095
N2 -0.77588 1.29832 0.66428
C18 -0.47030 3.75275 -0.15763
C19 0.96394 3.51240 -0.60318
C20 -0.48113 5.01198 0.72234
C21 -1.33368 3.99765 -1.40705
H1 3.49351 -2.05387 0.64584
H2 1.98147 -1.39883 -0.04002
H3 2.61847 -2.83933 -0.69540
H4 2.25694 -4.12095 1.28364
H5 1.00673 -1.76351 2.73278
H6 2.60299 -2.42495 3.05363
H7 1.16626 -3.41922 3.30494
H8 0.91525 -5.60458 0.73917
H9 -1.22272 -6.46988 -0.12839
H10 -2.96122 -4.87057 -0.84085
H11 -3.36714 -2.97846 -1.68770
H12 -4.17194 -1.25436 0.66517
H13 -4.47395 -2.99912 0.59952
H14 -5.13512 -1.92312 -0.63165
H15 -2.52018 -0.16036 -0.94704
H16 -3.39247 -0.76060 -2.34541
H17 -1.68520 -1.17271 -2.13859
H18 -2.38480 -1.41864 1.83821
H19 -3.56537 1.32882 2.44342
H20 -2.84071 3.70355 1.44972
H21 1.63935 3.44439 0.24751
H22 1.27861 4.36118 -1.21452
H23 1.06244 2.61200 -1.20870
H24 0.04463 4.83457 1.66172
H25 -1.49255 5.34266 0.95372
H26 0.01910 5.82600 0.19457
H27 -1.29870 3.13412 -2.07705
H28 -0.96464 4.87017 -1.95031
H29 -2.37593 4.17306 -1.13997
S1 1.47577 0.81437 2.51544
C22 2.83470 1.37842 1.59811
C23 4.04836 1.91135 2.01398
C24 4.97900 2.23199 1.04475
C25 4.69978 2.00665 -0.30780
C26 3.47555 1.48008 -0.64646
N3 2.56165 1.19597 0.28990
H30 4.24756 2.05433 3.06647
H31 5.93309 2.65087 1.33678
H32 5.41854 2.24280 -1.07798
H33 3.19061 1.28925 -1.67338
C27 0.20482 -0.15136 -4.23009
C28 0.41028 -0.08246 -2.78775
N4 0.56398 -0.00810 -1.65791
H34 -0.75119 -0.63122 -4.43297
H35 1.00388 -0.73058 -4.68851
H36 0.19755 0.85400 -4.64714

## Properties
M: 652.91 g mol⁻¹
Energy above the lowest of the compared OMol25 structures with the same formula, charge and spin: 0.0 kcal per mole
Kohn-Sham gap: 7.15 eV
Net charge: +1